Record 1
Here is a cluster of 7 separate species, C34H33BF48NO6PS in total in a non-equilibrium geometry from OMol25. Energies are from wB97M-V/def2-TZVPD.

Each line ends with the Löwdin charge.
Positions of all 125 atoms, in Å:
1 F 5.1768 4.2325 2.2498  0.1005
2 C 4.1400 3.4212 2.5198  -0.3002
3 F 4.4578 2.1999 2.0219  0.0869
4 C 2.8369 3.9182 1.8849  -0.4343
5 F 2.9313 3.9237 0.5383  0.1334
6 F 1.8887 2.9952 2.2105  0.1019
7 C 2.2766 5.2775 2.3514  -0.0326
8 O 2.5163 6.4088 1.5093  0.0150
9 C 3.6833 7.1544 1.7060  -0.5206
10 F 4.3436 6.7414 2.7992  0.1508
11 F 3.2912 8.4195 1.9529  0.1532
12 C 4.5966 7.1898 0.4805  -0.2843
13 F 5.0057 5.9486 0.1533  0.1059
14 F 5.6900 7.9296 0.7753  0.1041
15 H 4.0305 3.3290 3.6040  0.1733
16 H 1.1977 5.1421 2.3240  0.1250
17 H 2.5132 5.4937 3.3917  0.1476
18 H 4.0834 7.6281 -0.3681  0.1526
19 F 0.9011 -7.4845 -1.5293  0.0967
20 C -0.3555 -7.9139 -1.7577  -0.3073
21 F -0.4945 -8.0685 -3.0935  0.1012
22 C -1.3946 -6.9060 -1.2608  -0.4436
23 F -1.2808 -5.7465 -1.9413  0.1362
24 F -2.6070 -7.4378 -1.5791  0.1071
25 C -1.4402 -6.6122 0.2518  -0.0321
26 O -0.8184 -5.4144 0.7087  0.0489
27 C 0.5115 -5.3801 1.0698  -0.5318
28 F 1.0681 -6.6085 1.0720  0.1325
29 F 0.5598 -4.9362 2.3433  0.1503
30 C 1.2998 -4.3974 0.2049  -0.2786
31 F 1.2647 -4.7695 -1.0902  0.0779
32 F 2.5934 -4.3845 0.5982  0.1005
33 H -0.4969 -8.8877 -1.2806  0.1738
34 H -2.4945 -6.4504 0.4713  0.1489
35 H -1.1478 -7.4773 0.8465  0.1456
36 H 0.8878 -3.3902 0.2952  0.1788
37 F -1.8026 8.2180 -3.1402  0.1025
38 C -2.1374 7.2071 -3.9596  -0.3045
39 F -3.4842 7.0762 -3.9090  0.0989
40 C -1.4956 5.8820 -3.5377  -0.4296
41 F -1.9396 5.5089 -2.3160  0.1182
42 F -1.9521 4.9561 -4.4225  0.1051
43 C 0.0447 5.7923 -3.5686  -0.0290
44 O 0.7444 5.9480 -2.3348  0.0481
45 C 1.1236 7.2104 -1.9107  -0.5201
46 F 0.8656 8.1389 -2.8462  0.1530
47 F 2.4653 7.1864 -1.7596  0.1394
48 C 0.4943 7.5715 -0.5606  -0.2836
49 F -0.8520 7.5671 -0.6721  0.1006
50 F 0.8688 8.8195 -0.1944  0.1057
51 H -1.8543 7.4639 -4.9843  0.1741
52 H 0.2591 4.7652 -3.8617  0.1460
53 H 0.4700 6.4157 -4.3537  0.1456
54 H 0.7769 6.8784 0.2218  0.1351
55 F 2.6887 -11.1140 5.3739  0.1010
56 C 1.5557 -11.7168 5.7755  -0.3093
57 F 1.5463 -12.9608 5.2412  0.0967
58 C 0.3120 -10.9617 5.3013  -0.4423
59 F 0.2556 -10.9574 3.9524  0.1327
60 F -0.7523 -11.6914 5.7405  0.1028
61 C 0.0961 -9.5301 5.8303  -0.0401
62 O 0.4434 -8.4511 4.9717  0.0416
63 C 1.7149 -7.9049 4.9732  -0.5361
64 F 2.4805 -8.4134 5.9528  0.1539
65 F 1.5750 -6.5882 5.2322  0.1481
66 C 2.3732 -8.0330 3.6002  -0.2856
67 F 2.5161 -9.3300 3.2580  0.1029
68 F 3.6054 -7.4782 3.6338  0.1062
69 H 1.5624 -11.8098 6.8651  0.1728
70 H -0.9842 -9.4355 5.9343  0.1470
71 H 0.4988 -9.3991 6.8342  0.1457
72 H 1.7741 -7.5348 2.8377  0.1469
73 F -0.7345 1.3793 2.3391  0.0963
74 C -1.7330 0.5507 2.6842  -0.3030
75 F -1.4108 -0.6803 2.2166  0.0931
76 C -3.0803 0.9693 2.0840  -0.4269
77 F -3.0288 0.9188 0.7312  0.1133
78 F -3.9695 0.0202 2.4805  0.1114
79 C -3.6694 2.3318 2.5222  -0.0312
80 O -3.5043 3.4400 1.6351  0.0353
81 C -2.3358 4.1914 1.7475  -0.5168
82 F -1.6142 3.8106 2.8185  0.1401
83 F -2.7053 5.4656 1.9748  0.1604
84 C -1.4951 4.1653 0.4659  -0.2678
85 F -1.1173 2.9067 0.1695  0.1097
86 F -0.3566 4.8848 0.6473  0.0888
87 H -1.7976 0.4981 3.7747  0.1747
88 H -4.7485 2.1828 2.5505  0.1504
89 H -3.3863 2.5822 3.5431  0.1445
90 H -2.0445 4.5611 -0.3815  0.1369
91 F -6.7821 3.0318 -4.0862  0.1004
92 C -7.0858 1.9419 -4.8136  -0.3088
93 F -8.4252 1.7588 -4.7291  0.0954
94 C -6.3772 0.6916 -4.2880  -0.4424
95 F -6.7942 0.4128 -3.0357  0.1358
96 F -6.7978 -0.3319 -5.0843  0.1033
97 C -4.8366 0.6664 -4.3371  -0.0367
98 O -4.1338 0.9399 -3.1317  0.0499
99 C -3.7758 2.2267 -2.7804  -0.5305
100 F -4.0461 3.1068 -3.7577  0.1502
101 F -2.4353 2.2327 -2.6069  0.1441
102 C -4.4086 2.6311 -1.4508  -0.2724
103 F -5.7547 2.6201 -1.5309  0.1084
104 F -4.0429 3.8927 -1.1161  0.0940
105 H -6.8288 2.1236 -5.8609  0.1725
106 H -4.5844 -0.3720 -4.5486  0.1488
107 H -4.4447 1.2392 -5.1771  0.1458
108 H -4.1069 1.9552 -0.6548  0.1475
109 C 1.5696 0.4668 -3.9202  0.1308
110 C 2.1675 -0.3893 -3.3155  -0.0747
111 B 3.1348 -1.3692 -2.6376  -0.4887
112 C 3.9419 -0.8745 -1.3652  -0.2256
113 N 4.9075 0.1679 -1.7425  -0.1184
114 C 4.4349 1.5172 -1.4294  -0.1257
115 P 3.3044 -3.1143 -3.4367  0.3720
116 S 3.4318 -2.8525 -5.3922  0.0683
117 H 1.2043 1.3349 -4.4152  0.0357
118 H 4.4890 -1.7067 -0.9064  0.0955
119 H 3.2137 -0.5298 -0.6120  0.1051
120 H 5.7794 0.0325 -1.2552  0.0953
121 H 5.3128 2.1640 -1.3462  0.0844
122 H 3.8751 1.5758 -0.4898  0.0594
123 H 3.8365 1.9416 -2.2381  0.0716
124 H 4.4994 -3.7284 -2.9913  -0.0281
125 H 2.2180 -3.9648 -3.1519  -0.0445

Force components x, y, z for each atom (eV/Å):
F -0.1 0.2 -0.1
C 0.2 -0.3 0.2
F -0.2 0.0 0.0
C -0.2 0.4 -0.5
F 0.2 0.0 0.0
F 0.1 -0.1 0.2
C -0.5 0.2 0.2
O 1.2 -0.4 0.1
C -0.9 -0.1 0.5
F 0.2 -0.1 0.0
F 0.0 0.2 -0.1
C 0.2 0.0 -0.3
F -0.1 -0.1 0.1
F 0.0 0.0 0.1
H -0.1 0.0 0.0
H 0.0 0.0 -0.1
H 0.3 -0.1 0.0
H -0.1 0.1 0.0
F 0.0 0.2 0.2
C 0.0 -0.3 -0.3
F -0.1 0.1 0.0
C 0.1 0.6 0.1
F 0.1 0.0 0.0
F 0.0 -0.2 0.1
C -0.4 0.0 0.5
O 0.6 -0.2 -0.6
C -0.9 -0.3 0.3
F 0.1 0.0 -0.3
F 0.2 0.1 0.1
C 0.2 0.4 -0.1
F -0.1 -0.2 0.1
F 0.0 -0.1 0.1
H 0.0 0.0 0.1
H 0.0 0.1 -0.1
H 0.3 0.0 -0.1
H -0.1 0.0 0.1
F 0.2 0.0 0.1
C -0.4 0.1 -0.2
F 0.0 -0.1 0.0
C 0.4 -0.1 0.5
F -0.1 0.2 0.0
F 0.1 0.1 -0.2
C 0.5 -0.3 -0.2
O -0.6 0.6 0.1
C -0.1 -0.6 -0.6
F -0.1 0.2 0.1
F 0.2 0.0 0.2
C -0.4 0.1 0.3
F -0.1 0.0 -0.2
F 0.2 0.0 -0.2
H 0.1 0.0 0.0
H -0.1 0.0 0.1
H -0.2 0.2 0.0
H 0.2 -0.1 -0.1
F 0.0 0.2 0.0
C 0.1 -0.4 0.1
F -0.1 0.0 0.0
C 0.0 0.4 -0.4
F 0.1 0.0 0.0
F 0.0 -0.1 0.2
C -0.4 0.4 0.3
O 0.6 -0.4 -0.2
C -0.6 -0.1 0.5
F 0.1 -0.1 -0.1
F 0.1 0.1 -0.1
C 0.1 0.0 -0.4
F -0.1 -0.1 0.1
F 0.0 0.1 0.1
H 0.0 0.1 0.0
H 0.0 -0.1 -0.1
H 0.3 -0.1 -0.1
H 0.0 0.0 0.2
F -0.1 0.2 -0.1
C 0.2 -0.4 0.1
F -0.1 0.0 0.0
C -0.1 0.5 -0.3
F 0.2 -0.2 0.1
F 0.0 0.0 0.2
C -0.6 0.2 0.1
O 1.2 -0.5 0.2
C -0.8 -0.1 0.3
F 0.3 0.0 0.0
F 0.0 0.1 -0.2
C 0.1 -0.2 -0.5
F -0.1 -0.2 0.1
F -0.1 0.1 0.2
H -0.1 0.0 0.0
H 0.0 -0.1 -0.1
H 0.2 -0.1 0.0
H -0.1 0.2 0.2
F 0.2 0.0 0.1
C -0.3 0.1 -0.2
F 0.1 -0.1 0.0
C 0.2 -0.1 0.5
F 0.0 0.1 0.0
F 0.0 0.1 -0.2
C 0.5 -0.3 -0.2
O -0.5 0.5 0.2
C 0.1 -0.5 -0.6
F -0.2 0.1 0.1
F 0.1 0.1 0.1
C -0.4 0.0 0.6
F -0.1 -0.1 -0.3
F 0.1 0.1 -0.3
H 0.1 0.0 0.0
H -0.1 0.0 0.1
H -0.2 0.2 0.1
H 0.1 0.0 -0.2
C 0.4 0.2 0.2
C 0.4 -0.5 0.1
B -0.7 0.9 0.4
C 0.2 -0.7 -0.1
N -0.4 0.4 0.2
C 0.5 0.3 -0.3
P 0.2 0.0 -1.8
S 0.1 0.1 0.2
H -0.3 -0.1 -0.1
H -0.1 0.1 0.0
H 0.1 0.1 0.0
H 0.0 -0.2 0.1
H -0.1 0.0 0.1
H 0.0 0.0 0.0
H -0.2 -0.2 0.1
H -0.5 -0.1 0.5
H 0.3 0.0 0.6

**LUMO energy**: -0.77 eV
**DFT total energy**: -7379.4730 hartree
**E_HOMO**: -8.0 eV
**Orbital gap**: 7.18 eV
**SMILES**: FC(F)C(F)(F)COC(F)(F)C(F)F.FC(F)C(F)(F)COC(F)(F)C(F)F.FC(F)C(F)(F)COC(F)(F)C(F)F.FC(F)C(F)(F)COC(F)(F)C(F)F.FC(F)C(F)(F)COC(F)(F)C(F)F.FC(F)C(F)(F)COC(F)(F)C(F)F.C#CB(CNC)[PH2]=S

---

Record 2
Here is a structure of composition C34H33ClI3N6O11RbS from OMol25. Energies are from wB97M-V/def2-TZVPD.

Each line ends with the Löwdin charge.
Positions of all 90 atoms, in Å:
1 Rb -0.8684 -0.6333 0.6145  0.8749
2 O -2.4131 -2.7644 4.5026  0.0930
3 C -1.3742 -2.2463 3.8162  -0.5200
4 O -0.6912 -2.8895 3.0696  0.0973
5 C -1.1533 -0.8064 4.2120  -0.1443
6 O -0.1931 -0.2308 3.3752  -0.2057
7 C 0.2864 1.0069 3.8656  -0.1273
8 C 1.1135 1.7881 2.8253  -0.6580
9 O 1.8465 2.6676 3.3246  -0.0401
10 O 0.9260 1.5463 1.6098  -0.1143
11 H -2.5889 -3.6321 4.1128  0.1285
12 H -0.8235 -0.8159 5.2624  0.1424
13 H -2.1182 -0.2899 4.1561  0.1398
14 H 0.9071 0.8536 4.7550  0.1251
15 H -0.5545 1.6546 4.1554  0.1313
16 I 0.9931 -2.5040 -7.5873  0.7307
17 C 0.1730 -1.9509 -5.7359  -0.7635
18 C -1.1352 -2.2981 -5.4317  -0.2636
19 C -1.6562 -1.9300 -4.2080  -0.6275
20 I -3.6512 -2.3676 -3.7492  0.8865
21 C -0.9205 -1.2224 -3.2020  -0.5134
22 O -1.3994 -0.9175 -2.0789  -0.2475
23 C 0.4198 -0.8670 -3.5979  -0.1534
24 C 1.2522 -0.0828 -2.6280  -0.1941
25 N 1.7589 -0.9190 -1.5488  -0.0355
26 C 2.6028 -0.1853 -0.6244  -0.1836
27 C 3.0346 -1.0448 0.5330  -0.2577
28 C 4.3683 -1.1058 0.9249  -0.0235
29 C 4.7124 -1.8800 2.0202  -0.0859
30 C 3.7153 -2.5720 2.6866  -0.0754
31 C 2.4102 -2.4497 2.2267  -0.1206
32 N 2.0741 -1.7085 1.1771  0.1170
33 C 0.9352 -1.2252 -4.8275  -0.1391
34 H -1.7446 -2.8410 -6.1416  0.0677
35 H 0.6303 0.6848 -2.1567  0.0996
36 H 2.0639 0.4345 -3.1708  0.1221
37 H 2.2526 -1.7148 -1.9364  0.1227
38 H 2.0174 0.6344 -0.2013  0.0835
39 H 3.4915 0.2639 -1.0986  0.1227
40 H 5.1139 -0.5380 0.3831  0.1074
41 H 5.7434 -1.9376 2.3491  0.0963
42 H 3.9342 -3.1863 3.5504  0.0919
43 H 1.5876 -2.9499 2.7240  0.0907
44 H 1.9448 -0.9240 -5.0860  0.0929
45 Cl -6.7717 -5.6635 -0.0014  0.6017
46 C -5.6712 -4.4153 0.5673  -0.6290
47 C -6.1121 -3.5082 1.4872  -0.2146
48 C -5.2614 -2.5069 1.9632  -0.6474
49 I -5.9831 -1.1382 3.3738  0.8161
50 C -3.9245 -2.3316 1.5405  -0.4869
51 O -3.1620 -1.4212 1.9434  -0.2103
52 C -3.4786 -3.3485 0.5602  -0.1382
53 N -2.2013 -3.2403 0.1424  0.0824
54 C -1.7404 -4.0823 -0.7472  -0.1513
55 C -2.5132 -5.1284 -1.2783  -0.0857
56 C -3.8061 -5.2693 -0.8628  -0.0634
57 C -4.3420 -4.3644 0.0785  -0.1895
58 H -7.1302 -3.5677 1.8491  0.0791
59 H -0.7174 -3.9281 -1.0777  0.1147
60 H -2.0908 -5.7912 -2.0227  0.0987
61 H -4.4359 -6.0541 -1.2607  0.0790
62 C 4.1850 5.4600 1.9421  -0.1157
63 C 2.9934 4.7433 1.3201  -0.3031
64 S 3.3483 4.2598 -0.3425  0.6454
65 O 3.3912 5.4562 -1.1622  -0.3319
66 O 4.5022 3.3923 -0.3382  -0.3216
67 C 1.9242 3.3083 -0.8168  -0.2052
68 C 0.7665 4.2221 -1.2016  -0.1384
69 N -0.4513 3.4501 -1.4245  0.0579
70 C -1.3109 3.0351 -0.4688  -0.3316
71 N -2.1965 2.1573 -0.9162  0.1438
72 C -1.8995 1.9775 -2.2327  -0.0345
73 C -0.8286 2.7589 -2.5676  -0.1670
74 N -0.2088 2.8523 -3.8400  -0.3363
75 O -0.7825 2.3318 -4.7772  0.0883
76 O 0.8647 3.4429 -3.9271  0.0527
77 C -1.3173 3.5394 0.9336  0.0254
78 H 3.9428 5.7148 2.9737  0.0742
79 H 4.4403 6.3705 1.4002  0.0698
80 H 5.0533 4.8029 1.9496  0.0726
81 H 2.1187 5.3959 1.2620  0.0993
82 H 2.7126 3.8484 1.8990  0.0742
83 H 1.6690 2.6554 0.0267  0.0763
84 H 2.2589 2.7182 -1.6734  0.1034
85 H 0.9990 4.7833 -2.0990  0.1122
86 H 0.5587 4.9347 -0.4070  0.1083
87 H -2.4344 1.2866 -2.8606  0.1226
88 H -0.5782 4.3174 1.1035  0.0726
89 H -1.0901 2.7177 1.6092  0.0709
90 H -2.3124 3.9223 1.1598  0.0895

Force components x, y, z for each atom (eV/Å):
Rb 0.2 0.0 -0.3
O 0.0 0.0 0.0
C 0.0 0.0 0.1
O 0.0 -0.1 0.0
C 0.0 0.0 0.0
O 0.0 0.0 0.1
C 0.0 0.0 0.0
C 0.0 0.2 0.1
O 0.0 -0.1 0.0
O 0.0 -0.1 0.1
H 0.0 0.0 0.0
H 0.0 0.0 0.0
H 0.0 0.0 0.0
H 0.0 0.0 0.0
H 0.0 0.0 0.0
I 0.0 0.0 0.0
C 0.0 0.0 -0.1
C 0.0 0.0 0.0
C -0.1 0.0 0.0
I 0.0 0.0 0.0
C 0.0 0.0 0.0
O 0.0 0.1 -0.2
C 0.0 0.0 0.0
C 0.0 0.0 0.0
N 0.0 0.0 0.0
C 0.0 -0.1 0.0
C 0.0 0.0 0.0
C 0.0 0.0 0.0
C 0.0 0.0 0.0
C 0.0 0.0 0.0
C 0.0 0.0 0.0
N 0.0 0.0 0.0
C 0.0 0.0 0.0
H 0.0 0.0 0.0
H 0.0 0.0 0.0
H 0.0 0.0 0.0
H 0.0 0.0 0.0
H 0.0 0.0 0.0
H 0.0 0.0 0.0
H 0.0 0.0 0.0
H 0.0 0.0 0.0
H 0.0 0.0 0.0
H 0.0 0.0 0.0
H 0.0 0.0 0.0
Cl 0.0 0.0 0.0
C 0.0 0.0 0.0
C 0.0 0.0 0.0
C 0.0 0.0 0.1
I 0.0 0.0 0.0
C 0.0 -0.1 0.0
O -0.1 0.0 0.1
C 0.0 0.1 0.1
N 0.0 0.0 0.0
C 0.0 0.0 0.0
C 0.0 0.0 0.0
C 0.0 0.0 0.0
C 0.1 0.0 0.0
H 0.0 0.0 0.0
H 0.0 0.0 0.0
H 0.0 0.0 0.0
H 0.0 0.0 0.0
C 0.0 -0.1 0.0
C -0.1 -0.1 0.3
S 0.0 0.1 0.0
O 0.0 0.0 0.0
O 0.0 -0.1 0.0
C 0.1 0.2 -0.1
C 0.0 0.1 0.0
N 0.3 -0.1 -0.2
C -0.3 0.0 0.4
N 0.2 0.2 -0.3
C -0.1 0.0 0.2
C -0.2 -0.1 -0.1
N 0.0 0.0 0.1
O 0.0 0.0 0.0
O 0.0 0.0 0.0
C -0.1 0.0 -0.1
H 0.0 0.0 0.0
H 0.0 0.0 0.0
H 0.0 0.0 0.0
H 0.0 0.0 0.0
H 0.0 0.1 -0.1
H 0.0 0.0 0.0
H -0.1 0.0 0.0
H 0.0 0.0 0.0
H 0.0 0.0 0.0
H 0.0 0.0 0.0
H 0.0 0.0 0.1
H 0.0 0.0 0.0
H 0.0 0.0 0.0

**Charge**: -2
**LUMO energy**: 3.47 eV
**DFT total energy**: -4247.2980 hartree
**E_HOMO**: -2.5 eV
**Orbital gap**: 5.94 eV
**Relative energy (zero: lowest compared OMol25 entry of this formula, charge and spin)**: 0.00 kcal per mole